(1)
DFT (the ωB97M-V functional and the def2-TZVPD basis) results for 2 unconnected molecules or ions with the total composition CH5N3.

Structure (XYZ):
```
9
Properties=species:S:1:pos:R:3:mulliken_charge:R:1
H 0.42 -0.96 -2.59 0.22
H 2.25 0.44 -1.94 0.30
C 1.49 0.09 -1.24 -0.70
H -0.41 -0.53 -1.28 0.22
N 0.26 -0.19 -1.95 -0.55
H 1.35 0.93 -0.53 0.27
N -0.91 0.58 1.87 0.04
N -1.43 -0.35 2.15 -0.04
H 1.93 -0.76 -0.68 0.24
```

Output
- Orbital gap: 10.72 eV
- SMILES string: N#N.CN
- LUMO: 0.047 Eh

(2)
DFT (the ωB97M-V functional and the def2-TZVPD basis) results for a single CH5N3 molecule.

Structure (XYZ):
```
9
Properties=species:S:1:pos:R:3:mulliken_charge:R:1
N -0.50 -0.39 -1.16 -0.52
N 1.13 -0.75 0.59 -0.59
H -1.53 1.01 0.90 0.26
H -0.40 1.69 0.11 0.28
C 0.08 -0.09 0.13 0.45
H 0.29 -0.60 -1.85 0.24
N -0.57 0.98 0.84 -0.59
H -1.06 0.31 -1.63 0.26
H 1.81 -0.77 -0.16 0.23
```

Output
- Orbital gap: 9.74 eV
- SMILES string: N=C(N)N
- LUMO: 0.021 Eh

The data favor (1); the next most stable structure lies 198.6 kJ/mol above it.

(1)
DFT (the ωB97M-V functional and the def2-TZVPD basis) results for 2 unconnected molecules or ions with the total composition CH5N3.

Structure (XYZ):
```
9
Properties=species:S:1:pos:R:3:mulliken_charge:R:1
N 0.14 2.01 0.27 -0.21
H 0.93 -1.42 -1.02 0.30
H -0.38 -2.06 0.12 0.32
H 0.30 0.48 1.70 0.23
H -0.83 -1.46 -1.58 0.29
N -0.79 1.03 0.08 -0.04
N -0.32 1.22 1.36 -0.20
C -0.11 -1.62 -0.81 -0.92
H 1.07 1.82 -0.12 0.23
```

Output
- Orbital gap (spin up / spin down): 8.85 / 9.43 eV
- LUMO (spin up / spin down): 0.003 / 0.008 Eh

(2)
DFT (the ωB97M-V functional and the def2-TZVPD basis) results for 2 unconnected molecules or ions with the total composition CH5N3.

Structure (XYZ):
```
9
Properties=species:S:1:pos:R:3:mulliken_charge:R:1
N -0.85 0.16 2.05 -0.45
H -0.56 -0.36 -1.64 0.23
H -1.26 0.51 0.17 0.17
H 1.03 1.18 -0.56 0.27
N 1.11 0.23 -0.49 -0.37
N 0.43 -0.47 -1.52 -0.35
H 0.62 -1.48 -1.59 0.25
H -0.16 -0.05 2.67 0.25
C -0.37 0.28 0.90 0.00
```

Output
- Orbital gap: 9.35 eV
- LUMO: 0.027 Eh

The data favor (2); the next most stable structure lies 217.2 kJ/mol above it.

(1)
DFT (the ωB97M-V functional and the def2-TZVPD basis) results for a single C2H3N3O2 molecule.

Structure (XYZ):
```
10
Properties=species:S:1:pos:R:3:mulliken_charge:R:1
H -1.06 -0.63 -1.89 0.29
C 0.48 -0.69 -0.07 0.47
N -0.04 0.68 1.63 -0.29
H 1.06 -1.05 2.10 0.41
N -1.00 0.41 -1.65 -0.61
C 0.60 -0.42 1.38 -0.23
O 0.88 -1.63 -0.71 -0.58
H -0.53 0.90 -2.35 0.27
O -0.61 1.18 0.50 -0.11
N -0.12 0.48 -0.56 0.38
```

Output
- Orbital gap: 10.02 eV
- SMILES string: Nn1oncc1=O
- LUMO: 0.005 Eh

(2)
DFT (the ωB97M-V functional and the def2-TZVPD basis) results for a single C2H3N3O2 molecule.

Structure (XYZ):
```
10
Properties=species:S:1:pos:R:3:mulliken_charge:R:1
H -0.77 2.36 0.21 0.36
H 1.02 -2.01 0.89 0.40
N 0.97 0.04 1.10 -0.43
O -0.97 0.68 -1.81 -0.50
N 0.52 0.98 0.30 0.19
N -0.35 -1.13 -0.41 -0.10
C 0.59 -1.12 0.72 -0.18
H -0.57 -2.02 -0.85 0.26
C -0.46 0.08 -0.93 0.42
O 0.01 2.15 0.79 -0.42
```

Output
- Orbital gap: 8.80 eV
- SMILES string: O=c1[nH]cnn1O
- LUMO: 0.019 Eh

(3)
DFT (the ωB97M-V functional and the def2-TZVPD basis) results for a single C2H3N3O2 molecule.

Structure (XYZ):
```
10
Properties=species:S:1:pos:R:3:mulliken_charge:R:1
N -1.32 0.71 0.22 0.03
C -1.60 -0.61 -0.10 0.51
H 2.03 0.70 0.04 0.23
H 1.39 -0.20 1.43 0.29
C 1.05 0.04 0.41 -0.15
N 0.62 -1.03 -0.44 -0.71
O -0.55 1.42 -0.73 -0.20
N -0.02 1.12 0.55 0.00
O -2.36 -1.46 0.04 -0.25
H 0.75 -0.68 -1.43 0.26
```

Output
- Orbital gap (spin up / spin down): 8.38 / 8.38 eV
- LUMO (spin up / spin down): -0.031 / -0.031 Eh

(4)
DFT (the ωB97M-V functional and the def2-TZVPD basis) results for a single C2H3N3O2 molecule.

Structure (XYZ):
```
10
Properties=species:S:1:pos:R:3:mulliken_charge:R:1
N -1.31 0.55 0.41 -0.06
N 0.32 -0.88 -0.15 -0.17
C -1.04 -0.87 0.07 0.49
H 1.03 -1.53 -0.45 0.20
H 1.45 0.59 1.11 0.26
O -0.97 1.35 -0.70 -0.26
H 1.63 0.76 -0.77 0.32
C 0.93 0.45 0.13 -0.22
N -0.16 1.30 0.38 -0.05
O -1.88 -1.72 -0.05 -0.51
```

Output
- Orbital gap: 11.17 eV
- SMILES string: O=C1NCn2on21
- LUMO: 0.023 Eh

The data favor (2); the next most stable structure lies 9.4 kJ/mol above it.

(1)
DFT (the ωB97M-V functional and the def2-TZVPD basis) results for a molecular structure, C2H3N3O2.

Structure (XYZ):
```
10
Properties=species:S:1:pos:R:3:mulliken_charge:R:1
H -0.54 2.77 0.33 0.36
C -0.41 1.65 0.33 0.06
N -1.19 -1.39 -0.74 -0.66
O 1.47 -1.08 -0.28 -0.42
H 2.10 -1.33 0.53 0.42
N -1.60 0.91 0.30 -0.35
H -0.47 -2.13 -1.11 0.29
N 0.56 -0.27 0.49 0.05
C -0.84 -0.28 -0.01 0.49
O 0.93 1.16 0.17 -0.24
```

Output
- Orbital gap: 9.68 eV
- LUMO: -0.001 Eh

(2)
DFT (the ωB97M-V functional and the def2-TZVPD basis) results for 2 unconnected molecules or ions with the total composition C2H3N3O2.

Structure (XYZ):
```
10
Properties=species:S:1:pos:R:3:mulliken_charge:R:1
H 0.35 -0.87 -0.67 0.48
N 2.12 -1.36 0.05 0.07
H -1.54 1.25 0.61 0.24
C -1.37 0.17 0.12 -0.06
N 0.91 0.89 0.25 0.03
H -3.14 -0.14 0.36 0.30
O 2.11 1.13 0.04 -0.36
N -2.35 -0.50 -0.23 -0.58
O 2.84 -0.57 -0.41 -0.09
C 0.05 0.01 -0.11 -0.02
```

Output
- Orbital gap (spin up / spin down): 9.26 / 7.57 eV
- LUMO (spin up / spin down): -0.017 / -0.049 Eh

The data favor (1); the next most stable structure lies 133.0 kJ/mol above it.